Record 1
{"formula": "C4H31N2O10", "method": "the ωB97M-V functional and the def2-TZVPD basis", "orbital_gap_ev": 9.10, "charge": 1, "homo_energy_ev": -12.10, "e_above_lowest_kj_mol": 752.1, "lumo_energy_ha": -0.110, "symbols": ["H", "N", "C", "H", "O", "H", "H", "N", "O", "H", "H", "H", "H", "C", "H", "H", "C", "H", "O", "H", "O", "C", "H", "H", "H", "H", "H", "H", "O", "O", "H", "H", "H", "O", "H", "H", "O", "H", "O", "H", "H", "H", "H", "H", "H", "H", "O"], "positions_angstrom": [[0.58, -3.29, 2.42], [2.36, 0.94, -0.45], [0.29, -0.82, -2.87], [0.17, -0.49, -3.94], [-1.29, 1.66, 1.92], [-3.41, -1.14, -1.96], [0.78, -1.96, -0.87], [0.77, -2.75, -1.53], [-2.60, 2.44, -0.01], [0.97, -2.86, 0.97], [-0.10, -3.32, -1.37], [-3.09, 2.41, 0.78], [-3.27, -2.21, 1.41], [2.12, -0.06, -1.59], [-3.27, -0.24, -0.74], [2.90, -0.82, -1.62], [0.98, 0.23, -2.12], [0.04, -2.71, -3.58], [-2.91, -2.33, 0.55], [-0.82, 3.59, -1.96], [-2.96, -0.35, -1.69], [0.78, -2.20, -2.87], [0.19, -0.74, 1.78], [-0.59, -0.45, 3.13], [0.46, 2.01, 2.22], [0.76, 3.80, -2.01], [-2.00, -1.94, 0.65], [3.24, 1.27, -0.52], [-1.61, -0.36, 3.08], [2.66, -0.54, 2.52], [1.79, -2.27, -3.36], [3.32, 0.23, 2.80], [2.41, -0.20, 1.65], [0.01, 3.34, -2.32], [-0.71, -0.75, -2.51], [0.69, 1.28, -2.12], [1.45, 2.19, 2.40], [-2.13, 1.13, 1.93], [0.63, -2.57, 1.83], [0.10, 0.75, 1.36], [-1.18, 2.04, 1.01], [1.57, 2.96, 2.94], [-2.54, 3.38, -0.37], [2.08, 1.83, -0.53], [-1.92, -0.62, 4.02], [1.94, 0.64, 0.54], [0.40, -0.13, 0.98]], "nbo_charge": [0.493, -0.713, -0.491, 0.238, -0.991, 0.477, 0.351, -0.868, -0.950, 0.497, 0.381, 0.483, 0.470, -0.108, 0.479, 0.253, -0.114, 0.220, -0.946, 0.485, -0.953, -0.226, 0.517, 0.476, 0.489, 0.477, 0.478, 0.408, -0.968, -0.900, 0.187, 0.473, 0.431, -0.948, 0.271, 0.255, -0.998, 0.521, -0.969, 0.478, 0.501, 0.495, 0.492, 0.408, 0.499, 0.461, -1.000]}



Record 2
{"formula": "C7H23AgO9P", "method": "the ωB97M-V functional and the def2-TZVPD basis", "s_squared": 2.02, "orbital_gap_ev": [6.48, 5.33], "multiplicity": 3, "charge": -1, "homo_energy_ev": [-4.17, -3.61], "e_above_lowest_kj_mol": 105.2, "lumo_energy_ha": [0.085, 0.063], "symbols": ["C", "O", "H", "O", "C", "P", "C", "H", "H", "H", "C", "O", "H", "H", "H", "H", "H", "O", "H", "O", "H", "H", "H", "O", "H", "H", "H", "C", "O", "H", "H", "O", "C", "H", "Ag", "C", "H", "H", "H", "H", "O"], "positions_angstrom": [[1.28, 3.19, 1.63], [-2.45, 1.49, 0.05], [-0.75, 0.80, 3.47], [-3.26, 0.85, -1.97], [-2.07, -2.98, -1.54], [-2.15, 1.81, -1.46], [-1.65, -3.70, 0.85], [2.19, 3.12, -3.69], [-0.39, -2.53, -0.42], [3.28, 2.23, -2.72], [-0.02, -1.01, 3.20], [-0.50, 0.25, 2.73], [-1.75, -2.30, -2.33], [1.60, -0.87, -1.43], [2.25, -0.10, 1.22], [-1.63, -3.97, -1.68], [0.61, -0.98, 4.09], [-0.71, 1.28, -1.56], [3.07, -0.01, -0.97], [-1.94, -1.38, 0.20], [2.22, 3.36, 1.11], [-3.12, -3.21, -1.38], [0.63, 1.99, -1.85], [0.27, 2.75, 0.79], [0.01, 3.39, 0.13], [-0.86, -1.59, 3.58], [-1.15, -4.65, 0.68], [2.23, 2.29, -2.98], [1.61, -0.27, 0.52], [1.05, 4.14, 2.11], [0.58, -1.53, 2.46], [1.46, 2.46, -1.83], [2.30, -0.69, -0.61], [2.64, -1.71, -0.40], [-0.50, 0.55, 0.39], [-1.46, -2.60, -0.22], [1.60, 2.45, 2.36], [-1.29, -3.44, 1.85], [1.90, 1.52, -3.67], [-2.73, -3.76, 0.97], [-2.40, 3.34, -1.70]], "nbo_charge": [-0.237, -0.927, 0.482, -0.854, -0.611, 2.438, -0.641, 0.142, 0.158, 0.140, -0.257, -0.733, 0.238, 0.208, 0.477, 0.177, 0.150, -1.282, 0.184, -0.498, 0.159, 0.205, 0.521, -0.745, 0.519, 0.175, 0.191, -0.241, -0.740, 0.159, 0.196, -0.781, -0.255, 0.152, 1.097, 0.061, 0.161, 0.201, 0.160, 0.205, -1.153]}



Record 3
{"formula": "C10H11NO3", "method": "the ωB97M-V functional and the def2-TZVPD basis", "orbital_gap_ev": 7.95, "charge": 0, "homo_energy_ev": -9.64, "e_above_lowest_kj_mol": 324.4, "lumo_energy_ha": -0.062, "smiles": "CNC(=O)CCC1=CC(=O)C(=O)C=C1", "symbols": ["H", "H", "C", "C", "H", "H", "C", "H", "H", "C", "C", "H", "C", "C", "H", "O", "N", "C", "O", "C", "H", "O", "H", "H", "C"], "positions_angstrom": [[-2.46, 4.28, -1.48], [-0.84, -0.08, -0.77], [-0.45, -0.10, 0.25], [-0.95, 2.46, 0.01], [1.91, -0.60, -1.27], [-3.69, 3.55, -0.47], [2.54, -3.49, 0.40], [-1.30, -0.42, 0.88], [0.13, 1.41, 1.65], [0.65, -1.17, 0.45], [1.78, -1.36, -0.52], [-1.99, 1.37, -1.33], [2.60, -2.43, -0.61], [-2.94, 3.29, -1.27], [-3.33, 3.09, -2.24], [-0.65, 3.55, 0.41], [-2.02, 2.26, -0.82], [1.48, -3.32, 1.54], [1.37, -4.19, 2.43], [0.59, -2.13, 1.41], [-0.26, -2.29, 2.01], [3.34, -4.38, 0.36], [1.01, 1.57, -0.17], [3.39, -2.26, -1.35], [0.07, 1.39, 0.51]], "nbo_charge": [0.218, 0.198, -0.438, 0.663, 0.204, 0.209, 0.431, 0.227, 0.256, 0.051, -0.162, 0.390, -0.276, -0.426, 0.214, -0.605, -0.630, 0.437, -0.458, -0.288, 0.219, -0.444, 0.241, 0.239, -0.469]}



Ordered E results: -28095.7934 -39344.8361 -18178.5116; unit eV.